1.
ORCA calculation (ωB97M-V with the def2-TZVPD basis set) on a cluster of 2 separate species, C4H9NS in total in a non-equilibrium geometry.

The geometry in ORCA input format:
```
! wB97M-V def2-TZVPD RIJCOSX def2/J DEFGRID3
* xyz 0 1
C -0.6716 1.5999 0.2866
C -1.1118 0.4721 -0.1541
C -1.4027 -0.8552 -0.3412
C -2.7335 -1.4493 -0.5141
H -0.3502 1.7636 1.3492
H -0.5529 2.4123 -0.3271
H -0.5591 -1.5510 -0.5781
H -3.6008 -0.8274 -0.3678
H -2.9627 -1.9400 -1.5020
H -2.7601 -2.2009 0.4226
N 2.7294 0.4886 0.8419
S 3.5101 0.1510 -0.6830
H 1.9183 -0.0972 0.9401
H 2.3551 1.4659 0.6980
H 4.8385 0.3945 -0.4766
*
```

The total energy is -610.628804 Eh. As for the SMILES: C=C=CC.NS. The LUMO energy is 0.70 eV. The value obtained for the HOMO energy is -0.330 Ha.


2.
ORCA calculation (ωB97M-V with the def2-TZVPD basis set) on the molecule C4H9NS2 in a non-equilibrium geometry.

The geometry in ORCA input format:
```
! wB97M-V def2-TZVPD RIJCOSX def2/J DEFGRID3
* xyz 0 1
C 2.5048 1.3437 -1.0557
S 1.0254 1.3678 -0.0059
N 0.1585 0.1945 -0.7728
C -0.9511 -0.2828 -0.4041
C -1.4565 -1.4650 -1.1881
S -1.9633 0.3040 0.9528
C -0.8706 -0.0285 2.4066
H 3.1261 0.4729 -0.8054
H 2.2304 1.2596 -2.0798
H 3.0946 2.2960 -0.9528
H -1.7441 -2.2978 -0.5074
H -2.3301 -1.1437 -1.8025
H -0.7443 -1.8535 -1.8739
H -1.5388 0.0220 3.2712
H -0.1550 0.7829 2.5206
H -0.3860 -0.9721 2.2970
*
```

The total energy is -1008.904158 Eh. As for the SMILES: CS/N=C(/C)SC. The LUMO energy is 0.78 eV. The value obtained for the HOMO energy is -0.307 Ha.


3.
ORCA calculation (ωB97M-V with the def2-TZVPD basis set) on the molecule C4H9NS3 in a non-equilibrium geometry.

The geometry in ORCA input format:
```
! wB97M-V def2-TZVPD RIJCOSX def2/J DEFGRID3
* xyz 0 1
C -0.2762 1.0510 0.1687
C 0.3289 -0.4272 0.0201
C 1.7116 -0.4304 0.7855
C 0.5608 -0.8558 -1.3737
N -2.4190 1.6284 0.9889
S -0.9236 -1.6073 0.7675
S -2.3368 -1.0304 -0.6011
S -1.9417 1.1953 -0.3926
H -0.1819 1.3818 1.1851
H 0.4953 1.6328 -0.3272
H 2.2323 -1.3188 0.5158
H 1.6740 -0.3924 1.8441
H 2.4398 0.4653 0.5089
H 0.7040 -1.9734 -1.3975
H 1.5862 -0.5581 -1.6439
H -0.2791 -0.5637 -2.0857
H -3.3745 1.8028 1.0371
*
```

The total energy is -1407.045781 Eh. The LUMO energy is 0.36 eV. The value obtained for the HOMO energy is -0.295 Ha.


4.
ORCA calculation (ωB97M-V with the def2-TZVPD basis set) on a cluster of 2 separate species, C4H9NSi in total in a non-equilibrium geometry.

The geometry in ORCA input format:
```
! wB97M-V def2-TZVPD RIJCOSX def2/J DEFGRID3
* xyz 0 1
C 3.6098 0.7054 0.8300
C 2.3988 0.2984 1.2465
N 1.2022 0.5561 0.7343
Si 0.0421 0.2815 -0.3792
H 3.8981 1.4631 0.1754
H 4.4510 0.4471 1.4902
H 2.3909 -0.2081 2.1831
H 0.0343 1.1663 -1.5836
H -0.6587 -1.0248 -0.5287
C -3.9080 0.5026 -0.9508
C -3.1241 1.4010 -0.3965
H -3.5631 -0.5036 -1.3570
H -4.9996 0.6186 -1.0723
H -2.0819 1.4819 -0.4575
H -3.6344 2.1018 -0.1815
*
```

The total energy is -501.859281 Eh. As for the SMILES: C=CN=[SiH2].C=C. The LUMO energy is -0.76 eV. The value obtained for the HOMO energy is -0.287 Ha.


5.
ORCA calculation (ωB97M-V with the def2-TZVPD basis set) on a cluster of 2 separate species, C4H9O in total in a non-equilibrium geometry.

The geometry in ORCA input format:
```
! wB97M-V def2-TZVPD RIJCOSX def2/J DEFGRID3
* xyz -2 2
C 1.3727 3.0487 -0.0361
O 0.2344 2.4341 0.3185
H 2.0572 2.5656 -0.8742
H 1.1619 3.9678 -0.7473
H 2.0793 3.4399 0.7275
C -0.2618 -0.9634 -0.6268
C -0.4778 -2.0279 0.4690
C -1.7128 -2.4682 0.8493
H 0.5227 -0.1688 -0.4269
H 0.1611 -1.3827 -1.5808
H -1.3165 -0.4830 -0.9232
H 0.4563 -2.2960 1.0061
H -1.8011 -2.9566 1.7984
H -2.4756 -2.7096 0.0465
*
```

Its expectation value of S² is 0.75. The total energy is -232.776917 Eh. The LUMO energy (spin up / spin down) is 7.37 / 7.34 eV. The value obtained for the HOMO energy (spin up / spin down) is 0.156 / 0.029 Ha.


6.
ORCA calculation (ωB97M-V with the def2-TZVPD basis set) on a cluster of 2 separate species, C4H9O2 in total in a non-equilibrium geometry.

The geometry in ORCA input format:
```
! wB97M-V def2-TZVPD RIJCOSX def2/J DEFGRID3
* xyz -1 1
C -0.2323 -1.1788 2.7872
C -0.3777 -1.0972 1.2552
H -1.1723 -0.8427 3.2014
H 0.0664 -2.1589 3.1800
H 0.5855 -0.5782 3.1802
H -0.3078 -0.0574 0.9803
H 0.4074 -1.6641 0.7670
H -1.3964 -1.3268 0.9670
C 1.0032 1.0117 -2.3971
C -0.4426 1.6314 -2.2734
O -0.4887 2.8373 -1.9356
O -1.3802 0.8358 -2.4860
H 1.0328 0.7053 -3.4395
H 0.9555 0.1534 -1.7242
H 1.7470 1.7290 -2.0625
*
```

The total energy is -308.329184 Eh. The LUMO energy is 3.53 eV. The value obtained for the HOMO energy is -0.136 Ha.